(1)
ORCA calculation (ωB97M-V with the def2-TZVPD basis set) on a molecular structure, C29H66F3MgN2O11S6 at a distorted geometry.

Positions of all 118 atoms, in Å:
Mg  7.672  6.083  4.362
C  7.270  2.856  4.348
O  7.482  2.344  3.043
O  7.690  4.121  4.352
C  5.811  2.651  4.825
F  5.253  1.494  4.445
F  5.753  2.714  6.176
F  5.028  3.651  4.356
C  7.977  1.027  2.886
C  8.224  0.837  1.380
H  8.703  -0.132  1.234
H  7.306  0.913  0.814
H  8.940  1.613  1.099
H  7.235  0.340  3.303
H  8.924  0.827  3.404
H  7.896  2.240  5.014
C  10.473  2.539  5.810
C  10.035  1.437  6.694
N  9.683  0.592  7.383
H  11.275  3.122  6.261
H  9.607  3.206  5.818
H  10.760  2.191  4.823
C  3.450  3.843  8.515
C  3.140  5.048  9.251
N  2.884  5.991  9.855
H  3.605  3.031  9.228
H  4.320  3.903  7.870
H  2.577  3.621  7.898
C  12.291  1.346  -2.525
S  11.324  0.265  -1.397
O  11.967  -1.077  -1.490
C  11.958  1.001  0.138
H  12.014  2.400  -2.545
H  12.262  0.968  -3.547
H  13.351  1.270  -2.265
H  13.011  0.767  0.275
H  11.274  0.690  0.920
H  11.892  2.090  0.051
C  11.600  5.828  3.843
S  10.472  6.032  2.434
O  9.086  6.176  3.051
C  10.496  4.289  1.937
H  11.157  4.981  4.370
H  11.561  6.659  4.546
H  12.626  5.680  3.516
H  9.971  3.951  1.043
H  10.083  3.617  2.696
H  11.529  3.959  1.791
C  6.773  -0.897  8.661
S  6.807  -2.066  7.221
O  5.401  -2.624  7.145
C  6.920  -0.828  5.910
H  6.680  -1.509  9.552
H  5.879  -0.280  8.557
H  7.637  -0.233  8.668
H  6.566  -1.247  4.970
H  7.949  -0.470  5.862
H  6.252  0.015  6.099
C  4.299  5.944  1.571
S  6.037  6.343  1.419
O  6.558  6.489  2.834
C  6.683  4.763  0.778
H  3.833  6.900  1.818
H  3.921  5.306  2.372
H  4.013  5.463  0.638
H  6.546  3.977  1.522
H  7.737  4.958  0.596
H  6.221  4.453  -0.159
C  3.478  7.152  6.105
S  4.992  6.196  6.409
O  5.941  6.330  5.231
C  5.691  7.091  7.829
H  3.731  8.177  5.829
H  2.995  7.301  7.076
H  2.780  6.601  5.485
H  6.415  6.447  8.318
H  4.868  7.407  8.466
H  6.167  7.969  7.387
C  3.331  0.209  6.761
S  2.891  -0.436  8.414
O  2.486  0.726  9.259
C  1.390  -1.275  7.834
H  3.594  -0.568  6.044
H  4.142  0.941  6.733
H  2.471  0.783  6.403
H  1.511  -2.181  7.238
H  0.721  -0.647  7.235
H  0.773  -1.541  8.694
C  11.097  -1.444  2.643
C  11.277  -1.652  4.122
O  10.959  -2.705  4.624
C  11.874  -0.528  4.931
H  10.708  -0.424  2.582
H  10.494  -2.222  2.190
H  12.108  -1.452  2.225
H  12.415  0.204  4.327
H  12.588  -0.917  5.654
H  11.056  -0.002  5.428
C  1.351  1.831  2.783
C  2.193  2.328  1.658
O  2.414  3.503  1.469
C  2.972  1.266  0.900
H  1.914  1.257  3.521
H  0.518  1.228  2.409
H  0.832  2.569  3.399
H  3.552  1.796  0.146
H  2.366  0.467  0.480
H  3.675  0.873  1.636
C  6.364  -0.218  -3.894
C  7.596  0.606  -3.644
O  8.391  0.825  -4.529
C  7.777  1.207  -2.279
H  6.288  -0.565  -4.919
H  5.554  0.512  -3.765
H  6.232  -0.989  -3.136
H  6.980  1.910  -2.038
H  8.759  1.679  -2.259
H  7.869  0.429  -1.517

Properties
Spin multiplicity: 1
Energy (Eh): -4970.204042
LUMO level (eV): -3.20
Charge: +1


(2)
ORCA calculation (ωB97M-V with the def2-TZVPD basis set) on 5 unconnected molecules or ions with the total composition C29H67I2N2O19P4Si at a distorted geometry.

Positions of all 124 atoms, in Å:
C  -2.173  1.907  -0.255
C  -0.683  1.582  -0.719
O  -0.555  0.450  -1.595
C  -0.199  -0.742  -0.907
C  0.659  -1.731  -1.773
O  2.060  -1.365  -1.886
C  2.690  -1.332  -0.683
C  2.995  -2.583  0.080
C  2.674  -4.010  -0.433
C  3.640  -2.407  1.394
C  3.918  -0.985  1.781
C  4.571  -0.724  3.182
I  6.714  -0.979  3.026
C  4.195  0.720  3.729
C  5.019  0.969  5.062
I  2.082  0.855  4.259
N  3.651  0.084  1.019
N  3.070  -0.152  -0.130
C  2.784  1.066  -0.965
C  3.971  1.162  -2.023
O  4.177  2.495  -2.475
Si  5.542  3.258  -1.766
C  6.005  2.626  -0.033
C  7.110  3.201  -2.846
C  5.092  5.123  -1.615
H  -2.268  1.783  0.861
H  -2.971  1.378  -0.827
H  -2.329  3.012  -0.427
H  -0.047  1.546  0.205
H  -0.320  2.476  -1.307
H  0.251  -0.561  0.118
H  -1.168  -1.294  -0.694
H  0.467  -2.773  -1.420
H  0.237  -1.670  -2.816
H  3.664  -4.468  -0.729
H  2.302  -4.629  0.422
H  2.038  -4.054  -1.344
H  3.903  -3.259  2.056
H  4.113  -1.483  3.873
H  4.419  1.477  2.938
H  5.078  -0.024  5.590
H  6.043  1.365  4.863
H  4.443  1.652  5.730
H  1.789  1.012  -1.466
H  2.758  1.983  -0.312
H  3.642  0.553  -2.915
H  4.878  0.655  -1.600
H  6.673  3.410  0.427
H  6.651  1.701  -0.119
H  5.142  2.404  0.644
H  7.903  3.771  -2.281
H  6.983  3.744  -3.823
H  7.519  2.164  -2.994
H  5.116  5.548  -2.650
H  4.035  5.146  -1.219
H  5.819  5.609  -0.919
C  -4.108  3.950  -4.923
O  -2.772  4.105  -5.405
P  -1.775  4.955  -4.489
O  -1.790  4.590  -3.065
O  -2.155  6.464  -4.803
C  -2.291  6.878  -6.162
O  -0.374  4.761  -5.217
C  0.325  3.544  -4.959
H  -4.753  3.721  -5.771
H  -4.145  3.127  -4.211
H  -4.464  4.867  -4.448
H  -3.325  6.738  -6.480
H  -1.629  6.320  -6.825
H  -2.043  7.936  -6.227
H  0.873  3.261  -5.857
H  -0.361  2.735  -4.698
H  1.031  3.700  -4.143
C  -7.542  -0.183  2.517
O  -6.326  -0.916  2.639
P  -5.182  -0.589  1.566
O  -4.927  0.843  1.358
O  -5.635  -1.387  0.269
C  -6.030  -2.752  0.398
O  -3.940  -1.422  2.108
C  -3.189  -0.842  3.179
H  -8.336  -0.744  3.009
H  -7.431  0.785  3.005
H  -7.810  -0.040  1.468
H  -7.104  -2.802  0.586
H  -5.496  -3.255  1.205
H  -5.813  -3.264  -0.539
H  -2.815  -1.643  3.814
H  -3.803  -0.174  3.783
H  -2.345  -0.288  2.767
C  4.802  -7.069  -4.944
O  3.540  -6.576  -5.399
P  2.381  -6.457  -4.307
O  2.786  -5.811  -3.050
O  1.840  -7.938  -4.148
C  1.543  -8.699  -5.320
O  1.223  -5.716  -5.107
C  1.334  -4.299  -5.242
H  5.344  -7.465  -5.801
H  5.375  -6.252  -4.504
H  4.672  -7.867  -4.210
H  2.434  -9.247  -5.631
H  1.202  -8.066  -6.140
H  0.757  -9.413  -5.078
H  0.907  -4.008  -6.201
H  2.375  -3.973  -5.208
H  0.774  -3.816  -4.440
C  -5.986  1.182  5.939
O  -5.660  1.429  7.305
P  -4.884  0.259  8.072
O  -3.746  -0.304  7.336
O  -6.021  -0.785  8.443
C  -7.226  -0.314  9.044
O  -4.524  0.933  9.465
C  -3.387  1.796  9.492
H  -6.814  1.832  5.659
H  -5.123  1.411  5.314
H  -6.287  0.142  5.789
H  -7.949  -0.074  8.262
H  -7.054  0.568  9.662
H  -7.634  -1.107  9.669
H  -3.571  2.591  10.214
H  -3.201  2.246  8.515
H  -2.510  1.227  9.803

Properties
Spin multiplicity: 1
Energy (Eh): -4934.669471
LUMO level (eV): -3.86
Charge: +1


(3)
ORCA calculation (ωB97M-V with the def2-TZVPD basis set) on 4 unconnected molecules or ions with the total composition C29H68N2O4P3S2 at a distorted geometry.

Positions of all 108 atoms, in Å:
C  -2.719  -4.895  2.743
C  -3.384  -5.144  1.388
P  -4.718  -3.934  0.961
C  -4.733  -2.662  2.276
N  -4.122  -3.059  -0.589
C  -2.611  -3.024  -0.810
C  -1.782  -2.574  0.387
C  -0.666  -1.593  0.041
S  0.744  -1.970  1.128
C  1.231  -0.322  1.683
S  1.902  0.714  0.666
N  1.029  0.015  3.028
C  -0.398  0.100  3.418
C  -0.827  -1.146  4.147
O  -0.175  -1.254  5.388
C  1.175  -0.812  5.334
C  1.790  -0.834  3.947
P  -5.091  -1.546  -0.825
P  -3.849  0.178  -0.363
O  -3.373  0.176  1.004
O  -4.834  1.396  -0.613
O  -2.747  0.368  -1.479
H  -2.148  -5.777  2.997
H  -3.461  -4.761  3.513
H  -2.076  -4.030  2.690
H  -3.932  -6.074  1.450
H  -2.659  -5.253  0.590
H  -3.772  -2.493  2.742
H  -5.128  -1.722  1.917
H  -5.421  -3.061  3.012
H  -4.477  -3.673  -1.324
H  -2.295  -4.012  -1.111
H  -2.410  -2.390  -1.663
H  -2.358  -2.168  1.209
H  -1.283  -3.451  0.779
H  -0.951  -0.579  0.249
H  -0.366  -1.675  -0.994
H  -1.008  0.197  2.527
H  -0.532  0.974  4.040
H  -1.906  -1.128  4.277
H  -0.600  -2.024  3.550
H  1.269  0.201  5.723
H  1.746  -1.454  5.991
H  2.813  -0.498  4.040
H  1.800  -1.877  3.618
H  -5.212  -1.489  -2.227
H  -5.473  1.343  0.128
H  -3.079  1.003  -2.146
C  -0.115  -4.457  -3.934
C  1.261  -4.897  -3.441
C  1.935  -3.869  -2.535
C  2.225  -2.517  -3.188
C  3.101  -2.581  -4.438
C  4.497  -3.137  -4.171
H  -0.058  -3.551  -4.539
H  -0.574  -5.232  -4.549
H  -0.783  -4.259  -3.088
H  1.899  -5.128  -4.297
H  1.151  -5.831  -2.884
H  2.863  -4.295  -2.147
H  1.297  -3.697  -1.661
H  2.709  -1.874  -2.446
H  1.282  -2.022  -3.442
H  3.195  -1.571  -4.844
H  2.611  -3.176  -5.214
H  5.019  -2.532  -3.428
H  5.092  -3.134  -5.084
H  4.461  -4.165  -3.808
C  8.140  3.105  -0.532
C  6.747  3.017  0.085
C  6.758  2.998  1.613
C  7.483  1.805  2.237
C  6.946  0.438  1.815
C  5.493  0.209  2.219
H  8.752  2.240  -0.274
H  8.078  3.148  -1.620
H  8.660  4.002  -0.191
H  6.230  2.134  -0.301
H  6.162  3.880  -0.245
H  5.726  3.031  1.974
H  7.230  3.917  1.975
H  7.417  1.891  3.326
H  8.548  1.856  1.997
H  7.568  -0.334  2.276
H  7.051  0.307  0.735
H  5.373  0.296  3.301
H  5.165  -0.790  1.922
H  4.825  0.929  1.743
C  -6.535  7.340  -0.928
C  -5.049  7.285  -0.581
C  -4.143  7.147  -1.804
C  -4.351  5.869  -2.618
C  -4.174  4.573  -1.829
C  -2.767  4.385  -1.270
H  -6.871  6.423  -1.414
H  -7.136  7.472  -0.028
H  -6.746  8.176  -1.596
H  -4.866  6.467  0.122
H  -4.778  8.203  -0.054
H  -3.101  7.211  -1.482
H  -4.305  8.004  -2.463
H  -3.648  5.873  -3.456
H  -5.349  5.877  -3.065
H  -4.400  3.730  -2.491
H  -4.905  4.526  -1.017
H  -2.033  4.381  -2.078
H  -2.702  3.432  -0.739
H  -2.485  5.166  -0.564

Properties
Spin multiplicity: 1
Energy (Eh): -3376.438116
LUMO level (eV): -3.50
Charge: +1


(4)
ORCA calculation (ωB97M-V with the def2-TZVPD basis set) on a molecular structure, C29H69BaCu2N5O11 at a distorted geometry.

Positions of all 117 atoms, in Å:
Ba  -3.413  4.045  8.528
Cu  -2.714  -1.585  4.222
Cu  -1.245  7.516  1.650
C  -7.070  -0.097  3.185
C  -8.069  -0.776  4.162
C  -8.697  -1.936  3.329
C  -9.539  -2.896  4.226
C  -8.733  -3.430  5.396
C  -8.046  -2.328  6.260
N  -7.330  -1.384  5.317
O  -6.428  -0.477  5.963
C  -7.003  -3.086  7.131
C  -9.185  -1.758  7.106
C  -9.096  0.273  4.556
H  -6.257  -0.699  2.779
H  -6.578  0.796  3.570
H  -7.518  0.132  2.218
H  -7.842  -2.510  2.972
H  -9.259  -1.580  2.465
H  -9.769  -3.749  3.588
H  -10.367  -2.300  4.610
H  -7.970  -4.131  5.055
H  -9.387  -4.073  5.985
H  -7.523  -3.853  7.704
H  -6.576  -2.420  7.882
H  -6.193  -3.628  6.642
H  -10.094  -1.450  6.588
H  -8.827  -0.880  7.644
H  -9.422  -2.464  7.902
H  -8.894  0.659  5.556
H  -10.099  -0.151  4.530
H  -9.022  1.063  3.809
N  -0.647  3.037  2.685
O  -1.203  3.559  3.591
O  -0.615  1.823  2.566
O  -0.024  3.688  1.898
C  4.460  2.721  5.413
C  4.914  1.859  4.258
O  4.701  2.458  3.018
H  4.929  3.680  5.634
H  4.547  2.161  6.344
H  3.392  2.900  5.288
H  4.322  0.945  4.292
H  5.949  1.529  4.357
H  3.914  3.008  3.035
C  -2.487  6.197  -1.365
O  -1.625  7.301  -1.230
C  -0.843  7.693  -2.294
C  0.091  8.937  -1.999
N  1.167  8.698  -1.063
C  2.244  7.919  -1.543
C  3.312  7.836  -0.433
O  3.866  9.167  -0.256
C  4.794  9.250  0.863
H  -3.182  6.353  -2.190
H  -3.033  6.002  -0.442
H  -1.919  5.311  -1.650
H  -1.485  7.943  -3.139
H  -0.141  6.905  -2.568
H  -0.427  9.852  -1.714
H  0.564  9.246  -2.931
H  1.723  9.520  -0.877
H  2.766  8.390  -2.376
H  2.004  6.877  -1.756
H  4.171  7.269  -0.793
H  2.903  7.382  0.469
H  5.208  10.258  0.883
H  5.500  8.421  0.873
H  4.173  9.150  1.753
C  6.519  -5.119  0.189
O  5.102  -5.337  0.232
C  4.425  -4.195  -0.354
C  2.953  -4.364  0.034
N  2.357  -5.522  -0.667
C  1.937  -5.163  -1.998
C  1.372  -6.341  -2.795
O  2.363  -7.256  -3.076
C  1.867  -8.593  -3.277
H  6.878  -4.366  0.891
H  6.949  -4.846  -0.774
H  6.975  -6.088  0.394
H  4.608  -4.086  -1.423
H  4.814  -3.330  0.184
H  2.407  -3.432  -0.108
H  2.943  -4.509  1.114
H  3.006  -6.295  -0.693
H  2.712  -4.627  -2.547
H  1.194  -4.368  -1.949
H  0.848  -6.028  -3.698
H  0.532  -6.677  -2.187
H  1.497  -8.640  -4.301
H  1.088  -8.915  -2.585
H  2.637  -9.359  -3.189
C  3.953  -5.571  -8.108
O  4.125  -4.218  -8.492
C  3.735  -3.259  -7.479
C  4.033  -1.765  -7.763
N  5.456  -1.438  -7.547
C  5.856  -1.178  -6.146
C  5.097  -0.200  -5.342
O  3.814  -0.823  -4.937
C  2.951  0.049  -4.339
H  4.651  -5.836  -7.313
H  4.113  -6.317  -8.887
H  2.911  -5.634  -7.795
H  4.163  -3.410  -6.488
H  2.691  -3.403  -7.201
H  3.421  -1.131  -7.120
H  3.773  -1.547  -8.799
H  6.143  -1.971  -8.061
H  6.851  -0.733  -6.137
H  5.932  -2.148  -5.654
H  4.918  0.674  -5.969
H  5.584  0.173  -4.441
H  2.743  0.896  -4.993
H  3.317  0.514  -3.423
H  1.965  -0.355  -4.112

Properties
Spin multiplicity: 1
Energy (Eh): -5552.890689
LUMO level (eV): -7.85
ΔE to the lowest compared entry with this formula, charge and spin (kcal/mol): 379.2
Charge: +2


Look up the LUMO level of the second one.
-3.86 eV


What is the spin multiplicity in the third record?
1


What is the formula in the fourth record?
C29H69BaCu2N5O11